Entry from the Open Molecules 2025 dataset: a cluster of 13 separate species, C26H78O26 in total (ωB97M-V/def2-TZVPD).

Each line ends with the Löwdin charge.
Cartesian coordinates (Å):
C (1.585, 4.684, 0.464)  -0.221
C (0.867, 4.465, 1.782)  -0.249
O (0.148, 5.630, 2.046)  -0.044
O (2.431, 5.844, 0.585)  -0.077
H (0.999, 4.664, -0.449)  0.093
H (2.291, 3.871, 0.275)  0.091
H (1.637, 4.322, 2.540)  0.121
H (0.354, 3.493, 1.795)  0.100
H (-0.602, 5.393, 2.607)  0.056
H (1.948, 6.517, 1.095)  0.082
C (-1.054, -4.088, 4.323)  -0.271
C (-0.097, -3.039, 3.820)  -0.195
O (-0.780, -1.770, 3.651)  -0.071
O (-1.554, -3.678, 5.549)  -0.053
H (-0.545, -5.050, 4.454)  0.127
H (-1.903, -4.182, 3.666)  0.097
H (-0.013, -3.416, 2.804)  0.097
H (0.841, -2.983, 4.378)  0.131
H (-0.995, -1.466, 4.552)  0.101
H (-2.406, -4.089, 5.703)  0.092
C (-1.785, -1.358, -3.154)  -0.177
C (-2.055, -1.259, -4.654)  -0.191
O (-1.106, -0.301, -5.208)  -0.083
O (-0.438, -1.913, -2.940)  -0.116
H (-2.504, -2.036, -2.708)  0.116
H (-1.799, -0.386, -2.685)  0.079
H (-3.073, -0.884, -4.883)  0.117
H (-2.014, -2.278, -5.125)  0.131
H (-0.221, -0.681, -5.054)  0.077
H (0.227, -1.219, -2.887)  0.028
C (-2.970, -4.592, 0.869)  -0.226
C (-2.000, -3.887, -0.088)  -0.211
O (-0.696, -3.767, 0.467)  -0.081
O (-4.272, -4.617, 0.246)  -0.069
H (-3.043, -4.052, 1.827)  0.101
H (-2.662, -5.600, 1.147)  0.118
H (-2.434, -2.903, -0.324)  0.103
H (-1.960, -4.461, -1.027)  0.129
H (-0.173, -4.569, 0.303)  0.110
H (-4.806, -4.055, 0.834)  0.074
C (5.067, 3.431, 2.260)  -0.256
C (4.962, 2.188, 1.406)  -0.236
O (3.616, 1.779, 1.289)  -0.075
O (4.604, 3.203, 3.565)  -0.056
H (4.507, 4.288, 1.805)  0.127
H (6.154, 3.652, 2.256)  0.126
H (5.587, 1.344, 1.789)  0.126
H (5.443, 2.301, 0.429)  0.123
H (3.452, 1.074, 1.911)  0.089
H (5.381, 3.242, 4.152)  0.099
C (-2.178, 2.558, 4.600)  -0.260
C (-2.182, 4.006, 4.871)  -0.227
O (-2.236, 4.716, 3.633)  -0.078
O (-1.103, 2.271, 3.707)  -0.067
H (-3.139, 2.309, 4.126)  0.109
H (-2.125, 1.879, 5.488)  0.135
H (-1.241, 4.263, 5.330)  0.123
H (-3.065, 4.262, 5.455)  0.123
H (-2.541, 4.141, 2.910)  0.100
H (-1.267, 1.382, 3.377)  0.039
C (1.222, 3.466, -4.396)  -0.220
C (0.627, 3.857, -3.108)  -0.233
O (0.451, 2.789, -2.185)  -0.116
O (0.591, 2.278, -4.927)  -0.079
H (2.276, 3.265, -4.370)  0.113
H (1.201, 4.268, -5.116)  0.121
H (-0.389, 4.273, -3.244)  0.137
H (1.340, 4.624, -2.770)  0.127
H (1.315, 2.420, -1.831)  0.055
H (-0.184, 2.526, -5.458)  0.106
C (3.778, -2.418, 1.288)  -0.248
C (4.991, -2.161, 2.110)  -0.210
O (6.186, -2.811, 1.521)  -0.090
O (2.680, -1.726, 1.920)  -0.096
H (3.510, -3.488, 1.171)  0.123
H (3.972, -2.053, 0.265)  0.116
H (4.917, -2.521, 3.119)  0.114
H (5.178, -1.104, 2.155)  0.098
H (6.192, -3.771, 1.674)  0.081
H (1.974, -1.519, 1.251)  0.053
C (-2.915, 1.910, -3.190)  -0.204
C (-4.334, 1.303, -3.108)  -0.252
O (-4.860, 1.287, -4.424)  -0.058
O (-2.252, 1.720, -1.913)  -0.104
H (-3.022, 2.975, -3.444)  0.125
H (-2.361, 1.415, -3.961)  0.083
H (-4.908, 1.786, -2.320)  0.114
H (-4.212, 0.260, -2.733)  0.112
H (-5.787, 1.016, -4.332)  0.097
H (-1.358, 2.113, -1.871)  0.051
C (2.025, -4.828, -2.205)  -0.255
C (1.251, -5.050, -3.461)  -0.278
O (-0.100, -4.690, -3.370)  -0.063
O (2.083, -3.440, -1.939)  -0.080
H (3.055, -5.172, -2.325)  0.122
H (1.624, -5.426, -1.358)  0.118
H (1.326, -6.108, -3.698)  0.117
H (1.754, -4.538, -4.286)  0.127
H (-0.143, -3.723, -3.520)  0.054
H (1.186, -3.028, -1.911)  0.064
C (-4.599, 0.391, 1.070)  -0.233
C (-4.521, -1.108, 0.991)  -0.226
O (-5.017, -1.775, 2.181)  -0.083
O (-3.908, 0.869, 2.211)  -0.081
H (-5.659, 0.637, 1.302)  0.134
H (-4.294, 0.888, 0.142)  0.112
H (-3.518, -1.462, 0.866)  0.089
H (-5.200, -1.423, 0.204)  0.124
H (-4.627, -1.343, 2.966)  0.090
H (-2.970, 0.626, 2.073)  0.052
C (3.159, 0.411, -1.728)  -0.203
C (2.740, 0.106, -3.152)  -0.198
O (1.341, 0.021, -3.261)  -0.099
O (2.704, 1.705, -1.350)  -0.085
H (4.225, 0.241, -1.648)  0.126
H (2.626, -0.345, -1.159)  0.105
H (3.164, -0.882, -3.414)  0.135
H (3.127, 0.897, -3.821)  0.132
H (0.878, 0.798, -3.654)  0.081
H (2.813, 1.874, -0.389)  0.063
C (-0.423, 0.922, 0.862)  -0.182
C (-0.213, -0.079, -0.222)  -0.209
O (0.467, -1.243, 0.262)  -0.071
O (-1.142, 0.278, 1.909)  -0.108
H (-1.071, 1.680, 0.475)  0.120
H (0.555, 1.312, 1.183)  0.131
H (0.287, 0.423, -1.034)  0.089
H (-1.181, -0.398, -0.660)  0.120
H (-0.032, -2.050, 0.044)  0.059
H (-0.652, -0.542, 2.093)  0.075

Output
Energy relative to the best compared isomer or geometry (same formula, charge and spin), kcal/mol: 7.6
LUMO, eV: 0.41
Total energy, eV: -81456.8343